DFT (ωB97M-V/def2-TZVPD) results for C31H66BF8N2NbO9P as an isolated structure in a non-equilibrium geometry.

Each line ends with the Löwdin charge.
Atoms and positions in Å:
Nb (3.465, 1.530, 0.365)  1.4991
P (1.411, 3.102, 0.396)  0.6796
F (-5.345, -2.182, 2.162)  0.0756
F (-1.046, -1.848, 0.568)  0.1811
F (-4.663, -2.730, 0.205)  0.1261
F (-3.191, -0.820, 0.542)  0.1553
F (-1.306, -2.456, 3.965)  0.1248
F (-3.374, -0.843, 2.672)  0.1690
F (-1.766, -3.574, 1.576)  0.1379
F (-0.781, -0.579, 3.078)  0.1576
O (2.621, 0.739, -7.184)  -0.2024
O (-9.045, -3.985, 5.344)  -0.1297
O (3.161, 4.041, -7.890)  -0.2033
O (1.449, -1.273, 2.302)  -0.1348
O (1.603, 3.051, -5.408)  -0.1251
O (-11.739, -2.520, 5.734)  -0.1994
O (4.210, 0.314, 3.326)  -0.0006
O (-8.940, -1.025, 4.457)  -0.2018
O (4.282, 4.755, -1.320)  0.0466
N (3.295, -4.499, -2.816)  -0.0211
N (4.712, 3.259, 0.314)  -0.2451
C (-8.393, -2.169, 3.819)  -0.2081
C (5.986, 3.127, 1.029)  -0.1691
C (5.232, -2.185, -1.244)  -0.2283
C (-11.080, -3.427, 6.603)  -0.2063
C (3.235, 4.492, -6.542)  -0.1958
C (0.015, 2.379, 1.409)  -0.3924
C (2.298, 1.644, 4.963)  -0.1208
C (4.864, 3.772, -0.990)  -0.6562
C (5.098, -2.780, -2.664)  -0.2150
C (4.739, -4.287, -2.666)  -0.2868
C (-3.127, -1.599, 1.620)  -0.3858
C (-13.076, -2.890, 5.493)  -0.1177
C (-9.260, -3.384, 4.071)  -0.1784
C (1.357, 0.900, -6.557)  -0.2020
C (-4.286, -2.658, 1.469)  -0.2963
C (5.167, 0.061, 0.050)  -0.3241
C (-1.704, -2.234, 1.642)  -0.3874
C (-0.819, -1.881, 2.854)  -0.4420
C (0.652, -2.370, 2.590)  -0.1080
C (2.986, 3.353, -5.577)  -0.1696
C (-9.577, -3.302, 6.470)  -0.1832
C (2.960, 5.102, -8.792)  -0.1248
C (3.205, -0.507, -6.882)  -0.1146
C (5.734, 3.085, -2.034)  -0.0489
C (2.876, 2.436, 3.743)  -0.2246
C (5.025, -0.669, -1.333)  -0.3335
C (2.038, -0.225, 0.184)  -0.3257
C (0.844, 3.364, -1.361)  -0.4037
C (2.302, -1.408, 1.148)  -0.2773
C (-7.982, -0.002, 4.618)  -0.1073
C (0.977, 2.364, -6.479)  -0.1870
B (3.523, 1.383, 2.717)  -0.5403
H (3.554, 2.461, -5.846)  0.1229
H (3.325, -1.437, 1.523)  0.0786
H (1.378, 0.478, -5.546)  0.1310
H (-11.375, -3.182, 7.634)  0.1263
H (-8.351, -1.968, 2.741)  0.1284
H (3.381, -0.603, -5.804)  0.0856
H (2.937, -3.956, -3.590)  0.0541
H (6.815, 3.250, 0.320)  0.0687
H (1.931, 0.681, 4.618)  0.0536
H (-4.058, -3.624, 1.908)  0.1633
H (2.147, -2.345, 0.598)  0.0980
H (-8.469, 0.839, 5.110)  0.0858
H (4.500, -2.620, -0.560)  0.0974
H (6.516, 2.471, -1.581)  0.0552
H (0.159, 2.567, -1.665)  0.0164
H (-10.316, -3.160, 3.913)  0.1209
H (3.106, 1.494, 5.672)  0.0566
H (-13.653, -2.910, 6.425)  0.0863
H (0.377, 4.335, -1.514)  0.0047
H (2.103, -0.630, -0.833)  0.0254
H (3.679, 3.086, 4.122)  0.0867
H (6.191, 3.843, -2.667)  0.0727
H (2.571, -1.333, -7.228)  0.0853
H (2.915, 4.684, -9.796)  0.0841
H (-13.126, -3.871, 5.006)  0.0874
H (5.127, -4.784, -1.781)  0.1024
H (5.127, 2.413, -2.626)  0.0421
H (-11.381, -4.457, 6.376)  0.1271
H (2.496, 5.283, -6.367)  0.1290
H (4.243, 4.894, -6.376)  0.1277
H (-9.260, -2.258, 6.486)  0.1229
H (0.679, -3.158, 1.842)  0.1242
H (-8.977, -4.149, 3.345)  0.1265
H (5.820, -0.299, -1.989)  0.0928
H (1.702, 3.292, -2.017)  -0.0302
H (6.150, 0.543, -0.005)  0.0226
H (6.092, 3.961, 1.727)  0.0750
H (-7.379, -2.361, 4.189)  0.1239
H (4.165, -0.561, -7.395)  0.0858
H (-0.093, 2.416, -6.263)  0.1259
H (4.749, 0.644, 4.061)  0.0856
H (0.968, -2.806, 3.547)  0.1386
H (4.293, -2.217, -3.137)  0.0897
H (0.439, 1.610, 2.050)  -0.0095
H (1.141, 2.874, -7.431)  0.1194
H (-9.127, -3.792, 7.337)  0.1262
H (2.140, 3.093, 3.288)  0.0421
H (3.787, 5.821, -8.743)  0.0855
H (-0.547, 3.130, 1.957)  0.0102
H (0.611, 0.361, -7.160)  0.1243
H (3.334, 3.671, -4.591)  0.1267
H (1.459, 2.157, 5.433)  0.0620
H (-7.595, 0.330, 3.648)  0.0899
H (5.263, -0.681, 0.847)  0.0297
H (5.200, -4.720, -3.556)  0.0915
H (2.013, 5.614, -8.585)  0.0864
H (-0.677, 1.879, 0.723)  0.0138
H (5.999, -2.588, -3.250)  0.1018
H (0.987, 0.032, 0.306)  0.0158
H (2.810, -4.195, -1.979)  0.0532
H (6.249, -2.404, -0.915)  0.1093
H (6.149, 2.172, 1.531)  0.0501
H (-7.153, -0.342, 5.249)  0.0897
H (-13.513, -2.150, 4.824)  0.0871
H (4.092, -0.434, -1.838)  0.0363
H (3.357, 1.676, -1.487)  -0.0566

Results
Charge: -1
M, g/mol: 897.6
Gap between HOMO and LUMO, eV: 5.62
LUMO energy, eV: 2.03

DFT (ωB97M-V/def2-TZVPD) results for a 6-piece molecular cluster, C31H66BN10O9PS4Si overall in a non-equilibrium geometry.

Each line ends with the Löwdin charge.
Atoms and positions in Å:
S (-3.233, -1.584, 0.252)  0.7188
S (-2.396, 0.715, 1.779)  0.9605
S (6.215, -0.168, -0.979)  0.7703
S (1.086, -0.138, -3.828)  0.3707
P (2.709, -0.256, -2.782)  0.2629
Si (2.831, 3.902, -1.126)  0.5983
O (-2.726, 4.197, 3.861)  0.0039
O (4.709, -5.882, -0.813)  0.0067
O (-5.481, 1.955, 3.038)  -0.0014
O (10.263, -6.333, -0.601)  0.0127
O (3.345, -1.724, -2.966)  -0.1896
O (-9.321, -0.561, -7.349)  0.0078
O (2.603, 1.292, -0.454)  -0.1207
O (3.824, 0.727, -3.375)  -0.1917
O (-0.115, -0.585, -0.880)  0.0998
N (-0.016, 3.938, -0.703)  0.0619
N (6.357, -5.124, -2.186)  -0.1965
N (-7.636, 2.569, 2.667)  -0.1904
N (-2.846, 3.405, 5.987)  -0.1885
N (3.619, -0.782, -0.273)  0.0998
N (-4.202, 0.799, -0.316)  -0.1011
N (-7.840, -0.857, -5.651)  -0.2022
N (9.078, -7.631, 0.843)  -0.1961
N (-5.583, 1.262, -2.009)  0.0805
N (1.322, -1.892, 0.606)  -0.1235
C (-4.592, 2.133, -0.170)  -0.0966
C (7.796, -8.193, 1.223)  -0.0470
C (-2.016, 2.466, 1.417)  -0.4531
C (-3.347, 0.032, 0.480)  -1.0524
C (2.353, 5.003, -2.599)  -0.1811
C (-6.510, 1.891, 2.388)  -0.3546
C (-2.783, 3.271, 4.652)  -0.3531
C (-4.859, 0.349, -1.441)  -0.1849
C (4.652, 3.462, -1.408)  -0.1807
C (-6.551, -0.536, -5.066)  -0.0601
C (4.745, -0.382, -0.486)  -0.7579
C (1.758, 2.285, -1.056)  -0.3049
C (-8.253, -0.325, -6.818)  -0.3626
C (0.454, 2.609, -0.280)  -0.3712
C (-5.425, 2.388, -1.206)  -0.1229
C (7.427, -5.445, -3.112)  -0.0630
C (2.816, 4.886, 0.490)  -0.1662
C (1.176, -1.413, 1.973)  -0.0811
C (-7.652, 3.448, 3.824)  -0.0361
C (-8.718, -1.784, -4.960)  -0.0450
C (5.616, -6.080, -1.600)  -0.3885
C (-8.828, 2.450, 1.850)  -0.0511
C (6.077, -3.728, -1.880)  -0.0468
C (2.479, -0.037, -0.928)  -0.3803
C (10.252, -7.932, 1.645)  -0.0415
C (0.467, -3.059, 0.332)  -0.0649
C (-2.915, 2.258, 6.872)  -0.0497
C (-2.845, 4.742, 6.556)  -0.0369
C (9.218, -6.835, -0.234)  -0.3511
C (-0.683, 2.869, 2.029)  -0.2385
C (0.555, 2.387, 1.231)  -0.1422
B (1.143, -0.836, -0.393)  -0.5928
H (-5.960, -1.449, -4.965)  0.0882
H (-6.695, -0.089, -4.081)  0.0646
H (3.380, 1.516, -3.715)  0.0672
H (-4.277, 2.767, 0.637)  0.0979
H (5.052, 3.006, -0.497)  0.0245
H (-4.786, -0.657, -1.821)  0.1010
H (1.462, 2.100, -2.096)  0.0810
H (6.196, -3.554, -0.810)  0.0908
H (1.468, 2.773, 1.689)  0.1149
H (0.972, -3.937, 0.755)  0.0931
H (-1.934, 5.266, 6.265)  0.0930
H (-6.882, 4.213, 3.716)  0.0933
H (4.817, 2.840, -2.290)  0.0117
H (7.529, -7.857, 2.227)  0.0918
H (-2.792, 2.219, 4.321)  0.1150
H (-3.834, 2.301, 7.459)  0.0902
H (-6.011, 0.168, -5.696)  0.0836
H (-8.929, -2.641, -5.601)  0.0918
H (1.851, 4.940, 0.998)  0.0087
H (10.680, -7.007, 2.033)  0.0928
H (-9.663, -1.292, -4.726)  0.0914
H (-5.897, 3.341, -1.393)  0.1036
H (1.360, 4.768, -2.983)  0.0140
H (7.221, -4.992, -4.084)  0.0901
H (-9.095, 3.426, 1.442)  0.0904
H (-8.626, 3.922, 3.914)  0.0862
H (-8.655, 1.758, 1.028)  0.0853
H (3.510, 4.412, 1.198)  0.0362
H (-2.908, 1.336, 6.295)  0.0867
H (5.913, -7.101, -1.904)  0.1287
H (-0.116, 4.582, 0.069)  0.0705
H (-3.699, 5.304, 6.177)  0.0919
H (-6.599, 1.254, 1.493)  0.1296
H (2.584, -2.313, -3.078)  0.0714
H (1.899, -0.604, 2.149)  0.0915
H (0.589, 1.298, 1.376)  0.0864
H (1.381, -2.195, 2.709)  0.0929
H (5.234, 4.381, -1.560)  0.0375
H (-0.303, 1.898, -0.639)  0.1240
H (7.021, -7.874, 0.529)  0.0742
H (3.185, 5.904, 0.333)  0.0358
H (-0.627, 3.962, 2.062)  0.1098
H (-0.611, 2.533, 3.066)  0.1034
H (9.977, -8.581, 2.472)  0.0844
H (2.443, 6.062, -2.342)  0.0271
H (-7.516, 0.365, -7.263)  0.1309
H (8.270, -6.669, -0.773)  0.1085
H (5.051, -3.492, -2.154)  0.0746
H (-9.656, 2.078, 2.457)  0.0900
H (-2.787, 3.063, 1.914)  0.0475
H (6.757, -3.084, -2.431)  0.0788
H (-7.440, 2.874, 4.726)  0.0917
H (7.854, -9.283, 1.215)  0.0897
H (-2.058, 2.261, 7.548)  0.0899
H (-0.512, -2.982, 0.824)  0.0628
H (0.181, -0.974, 2.174)  0.0645
H (-0.727, -0.571, -0.125)  0.0377
H (7.512, -6.523, -3.234)  0.0838
H (3.069, 4.795, -3.405)  0.0215
H (-2.114, 2.698, 0.358)  0.0679
H (0.393, -3.206, -0.745)  0.0906
H (11.004, -8.424, 1.027)  0.0924
H (8.370, -5.054, -2.724)  0.0890
H (-2.900, 4.682, 7.640)  0.0859
H (-0.899, 3.874, -1.187)  0.0868
H (-8.247, -2.124, -4.041)  0.0833

Results
M, g/mol: 921.1
Gap between HOMO and LUMO, eV: 7.71
LUMO energy, eV: -0.83
Structure (SMILES): CN(C)B(O)[C@](N=C=S)(O[C@@H]([C@H](N)CCCSC(=S)n1ccnc1)[Si](C)(C)C)P(O)(O)=S.CN(C)C=O.CN(C)C=O.CN(C)C=O.CN(C)C=O.CN(C)C=O